Entry 1:
25
Properties=species:S:1:pos:R:3:forces:R:3:nbo_charge:R:1 method="wB97M-V/def2-TZVPD" total_charge=0 lumo_ha=0.013 gap_ev=10.45
C -1.0422 -3.4957 -0.2501 -0.8406 -0.1953 1.7050 -0.439
C 0.2978 2.2760 1.0794 2.7445 -5.2471 0.7145 -0.400
C 1.0977 2.2355 -1.2678 -0.7058 5.1993 -0.6309 -0.435
N -3.4414 -0.4898 -0.3542 -1.3439 0.8017 1.3376 -1.160
N -0.9473 -0.1616 -0.4624 0.6362 0.2757 -0.8329 -1.197
N -2.5304 1.9092 -0.2412 0.3535 -0.7325 0.3260 -1.137
N -1.9508 -2.4185 0.2003 -0.8854 0.1629 0.9064 -0.866
N 0.0132 2.1334 -0.3070 -0.4806 0.4731 -2.2080 -0.683
O -2.1604 -1.8161 -2.2736 0.3760 3.1852 6.5078 -0.860
O -1.1977 1.4663 -2.4142 -0.4751 0.2033 0.2085 -0.861
O -4.5024 1.2893 1.1586 -0.7193 -0.1271 0.2467 -0.821
F -2.2836 0.3581 1.7976 -1.6927 0.4748 -1.1322 -0.529
S -2.0901 -1.1644 -0.7791 -1.0500 -4.1298 -6.2150 2.234
S -1.2170 1.3159 -1.0008 0.2450 0.5535 2.2789 2.323
S -3.3470 0.8072 0.5392 2.8373 -0.3998 -0.9121 2.401
H -1.4503 -3.9134 -1.2064 1.2109 0.9635 0.4956 0.263
H -0.0604 -2.9744 -0.0936 -0.1849 -1.7644 -1.0765 0.217
H -1.2509 -4.3309 0.4757 0.8084 0.8311 -0.4599 0.215
H -0.4037 2.7462 1.6607 -1.9303 1.1566 1.0509 0.221
H 0.4100 1.1099 1.4434 -0.2675 2.7698 -0.0393 0.189
H 1.3142 2.7011 1.2745 -0.9988 -0.1088 -0.6580 0.228
H 1.6303 3.2440 -0.9327 -0.5392 -2.3046 -0.8647 0.205
H 1.7739 1.4211 -1.3718 0.3810 -0.7859 -0.0418 0.204
H 0.4983 2.5588 -2.1988 2.0670 -0.8603 0.9108 0.257
H -2.0987 -2.1927 1.2191 0.4542 -0.3949 -1.6177 0.431



Entry 2:
16
Properties=species:S:1:pos:R:3:forces:R:3:nbo_charge:R:1 method="wB97M-V/def2-TZVPD" total_charge=+1 lumo_ha=-0.132 gap_ev=8.98
C -0.8452 -0.7927 2.2030 -1.4766 2.4160 0.1378 -0.436
C 0.9622 -0.7769 0.6336 -3.0696 2.9397 0.4988 0.053
C -0.0859 0.0273 -1.2997 0.4381 1.4526 1.6020 -0.289
N 0.0158 -1.4434 1.2543 1.6997 -0.7974 -1.2711 -0.511
F -1.4299 -0.1704 -1.0944 -0.2572 0.7721 0.5114 -0.351
P 0.3585 1.6901 -1.9665 -3.5061 0.8337 -0.2689 0.667
H -1.2337 -1.5306 2.9211 0.3479 0.5545 -0.0865 0.245
H -0.2696 0.1161 2.6886 -1.1057 -2.1914 -0.6895 0.228
H -1.7507 -0.3068 1.6590 1.3945 -0.9328 0.8671 0.229
H 1.7429 -1.1770 0.1492 2.2841 -2.1467 -1.8307 0.205
H 1.1153 0.2999 0.7594 -0.2258 -0.6387 1.0734 0.215
H 0.1183 -0.6194 -2.0612 1.3074 -1.8199 -2.2293 0.179
H -0.0885 -2.4268 0.9160 -0.2716 1.1849 1.0174 0.434
H 0.2101 2.8129 -1.1442 0.0735 -0.4141 0.5445 0.043
H 1.5070 1.9762 -2.5431 2.5769 -0.4743 -0.4086 0.053
H -0.3266 2.3215 -3.0749 -0.2095 -0.7384 0.5323 0.036



Entry 3:
16
Properties=species:S:1:pos:R:3:forces:R:3:nbo_charge:R:1 method="wB97M-V/def2-TZVPD" total_charge=0 lumo_ha="-0.020 / -0.019" gap_ev="7.35 / 7.28"
C -1.1916 -0.8986 0.2131 0.1190 0.3879 0.1718 -0.621
C 0.3513 1.5969 -0.7182 -0.0436 -0.1574 -0.3645 -0.448
C -0.4833 0.1687 1.0570 -0.2366 -0.5859 0.0294 -0.250
N 0.6265 0.8472 0.4698 2.5825 -1.7339 -0.4090 -0.506
Si 2.4428 -1.0298 -0.3049 -1.5322 2.9168 1.0355 0.807
I 4.5637 0.1608 -0.0840 -0.3858 -0.2227 -0.0469 -0.184
H -0.4871 -1.6859 -0.0568 0.0489 -0.1094 -0.0315 0.190
H -2.0090 -1.3361 0.7798 -0.1189 -0.1346 0.0188 0.213
H -1.6001 -0.4690 -0.6977 -0.0638 -0.0352 -0.1243 0.203
H -0.2772 2.4567 -0.4552 -0.0595 0.0664 0.0226 0.192
H 1.2935 1.9796 -1.1101 -0.0524 0.1027 -0.0914 0.200
H -0.1643 1.0447 -1.5170 0.0074 0.0830 -0.0454 0.159
H -1.2266 0.9329 1.3365 0.0423 0.0310 0.0376 0.188
H -0.1193 -0.2921 1.9820 -0.1818 0.0739 -0.0118 0.188
H 2.3829 -2.1326 0.6295 -0.0450 -0.4321 0.1928 -0.164
H 2.1848 -1.3060 -1.7038 -0.0803 -0.2505 -0.3837 -0.166



Entry 4:
16
Properties=species:S:1:pos:R:3:forces:R:3:nbo_charge:R:1 method="wB97M-V/def2-TZVPD" total_charge=+1 lumo_ha=-0.145 gap_ev=9.67
K 1.8654 2.8661 0.6552 -0.1267 -0.5498 -0.0643 0.994
O -0.8989 2.0761 1.4486 0.7238 0.3044 -0.0644 -0.974
H -1.7944 1.7380 1.4545 -0.2926 -0.1639 -0.0408 0.502
H -0.9509 2.9013 1.9309 -0.3309 0.2108 0.3330 0.477
C -0.3871 0.3047 -0.9387 0.1106 -0.4271 0.5485 -0.604
C 0.3310 -0.6589 0.0250 0.6577 0.9752 -1.4492 0.098
C -0.0205 -2.1185 -0.2957 -0.1569 0.4056 0.7183 -0.652
O 1.7779 -0.3428 -0.0294 -0.7505 0.1664 0.8879 -0.785
H -1.3663 0.4843 -0.4948 -0.3327 -0.1740 -0.7051 0.209
H -0.4091 -0.1163 -1.9439 -0.2779 0.2910 -0.0205 0.218
H 0.0938 1.2829 -0.9379 0.1099 -0.0601 -0.1524 0.170
H -0.0109 -0.2992 0.9954 0.6131 -0.6572 0.3716 0.182
H 0.7717 -2.8010 0.0120 0.0050 0.0451 -0.1629 0.237
H -0.3145 -2.2564 -1.3363 0.4474 0.0031 -0.0880 0.217
H -0.9080 -2.3958 0.2731 -0.0209 -0.0210 0.1193 0.232
H 2.2210 -0.6644 -0.8180 -0.3785 -0.3486 -0.2308 0.480



Entry 5:
14
Properties=species:S:1:pos:R:3:forces:R:3:mulliken_spin:R:1 method="wB97M-V/def2-TZVPD" total_charge=0 multiplicity=2 lumo_ha="0.041 / 0.032" s_squared=0.75 gap_ev="4.93 / 12.65"
C -0.0250 0.6911 0.4248 0.2578 -0.0228 0.0895 0.578
C -0.5932 -0.7679 0.1824 0.2301 -1.2490 0.8824 0.207
C -0.9983 -0.8371 -1.2571 -0.0361 2.9221 -1.9482 0.050
N 1.3957 0.7886 0.8795 0.7007 -2.3836 0.6721 2.044
H 0.1004 1.2908 -0.5187 -1.2170 -0.5996 0.7418 -0.191
H -0.5537 1.1951 1.2677 -0.1240 -0.1106 -1.1059 -0.175
H -1.4830 -0.9161 0.8534 0.9727 0.0887 -0.4346 -0.032
H 0.1125 -1.7036 0.3023 -0.9875 2.2020 0.5179 -0.064
H -1.4111 0.1776 -1.5588 -0.0832 -1.0451 0.4238 -0.006
H -0.0594 -0.7746 -1.8270 -0.2539 -0.7126 -0.2455 -0.061
H -1.7106 -1.5374 -1.6790 0.2679 -0.6027 0.5172 -0.002
H 1.4688 0.6068 1.9474 0.1882 0.0363 -0.7668 -0.452
H 1.9682 0.0782 0.3046 -0.1824 0.6913 0.7119 -0.275
H 1.7886 1.7086 0.6786 0.2666 0.7856 -0.0556 -0.621



Entry 6:
15
Properties=species:S:1:pos:R:3:forces:R:3:mulliken_spin:R:1 method="wB97M-V/def2-TZVPD" total_charge=-1 multiplicity=2 lumo_ha="0.148 / 0.142" s_squared=0.75 gap_ev="2.55 / 8.28"
C -2.6718 -0.2522 -0.1544 0.5802 0.2566 -0.3564 0.415
N -1.7112 0.4238 0.6953 -1.6335 0.3864 0.8833 0.187
H -2.6952 0.2286 -1.1219 0.0203 0.2161 -0.4358 -0.144
H -3.6572 -0.1180 0.2597 -0.4593 -0.1797 0.2395 -0.072
H -2.4719 -1.3050 -0.3610 -0.0685 -0.2985 0.2208 -0.048
H -1.9143 0.2078 1.6688 0.4678 0.0204 -0.2722 -0.124
H -0.7604 0.2588 0.4711 0.9331 -0.3034 -0.2436 -0.085
C 1.1822 -0.8018 -0.0362 0.3534 -0.6675 -0.5644 -0.304
C 1.9798 0.0704 -0.6619 0.7277 0.3613 0.8051 2.339
N 2.9241 0.8617 -0.0106 -0.3639 -0.1665 -0.5375 0.828
H 1.3409 -0.9714 1.0144 -0.1938 0.0801 0.3317 0.061
H 0.5899 -1.5611 -0.5455 -0.0085 0.3380 -0.1417 -0.219
H 2.0548 0.2429 -1.7223 -0.5346 -0.2641 -0.2809 -0.733
H 3.0381 1.7666 -0.4756 0.1733 0.0524 0.0959 -0.808
H 2.7722 0.9488 0.9801 0.0064 0.1684 0.2561 -0.293



Entry 7:
15
Properties=species:S:1:pos:R:3:forces:R:3:nbo_charge:R:1 method="wB97M-V/def2-TZVPD" smiles="C=C.NCN" total_charge=0 lumo_ha=0.041 gap_ev=10.28
C -1.3575 0.9637 -1.4374 -0.3017 0.0455 0.6009 -0.397
C -2.4375 0.1936 -1.3988 -0.3579 0.2448 -0.7168 -0.392
H -0.9819 1.3873 -2.3603 0.4467 -0.5989 -0.0923 0.194
H -0.8769 1.2264 -0.4982 -0.2567 0.5665 -0.1528 0.211
H -2.8288 -0.2654 -2.3009 -0.2121 0.3736 -0.1304 0.183
H -3.0777 0.0907 -0.5336 0.5672 -0.5581 0.4504 0.196
N 0.3422 0.2996 1.5751 0.1853 0.1799 -0.2805 -0.839
C 1.2031 -0.1430 0.4752 -0.8679 0.1318 0.1272 -0.061
N 2.1850 -1.1068 0.9039 0.3887 -0.1573 0.5273 -0.872
H 0.8287 0.9247 2.2046 0.1168 -0.2245 0.1496 0.357
H 0.0618 -0.5307 2.0823 -0.1207 0.1908 0.2385 0.349
H 1.6778 0.7311 0.0260 0.1050 -0.1388 0.0398 0.181
H 0.4621 -0.5264 -0.2348 0.4613 -0.2180 -0.3408 0.166
H 1.7791 -2.0007 1.1385 0.0125 -0.0291 -0.1230 0.355
H 3.0205 -1.2441 0.3581 -0.1665 0.1917 -0.2969 0.371



Entry 8:
15
Properties=species:S:1:pos:R:3:forces:R:3:nbo_charge:R:1 method="wB97M-V/def2-TZVPD" smiles="C=CN.CN" total_charge=0 lumo_ha=0.023 gap_ev=9.07
C 3.6310 -1.0999 0.4142 -2.3243 2.2458 -2.8349 -0.602
C 2.6069 -0.3428 -0.1704 1.8727 -1.4729 -0.5318 0.060
N 2.1590 0.9569 0.1356 -0.0225 -2.0138 -0.1413 -0.819
H 4.4382 -0.4372 0.6692 0.4902 -0.3853 1.3127 0.207
H 3.8057 -1.9884 -0.1838 0.4210 -0.0634 0.4573 0.205
H 2.1694 -0.7017 -1.1406 -0.1318 -0.0800 1.3017 0.172
H 1.1922 0.8660 -0.2328 0.6273 1.3367 1.3318 0.387
H 2.3370 1.0948 1.1444 -0.9398 0.4342 -0.8973 0.389
C -2.8984 0.4785 0.2387 -0.4984 3.2721 2.7951 -0.457
N -4.0129 -0.1946 -0.5028 1.7566 0.0688 -1.0420 -0.832
H -2.5672 1.5400 -0.0155 -1.3079 -1.0413 -1.1934 0.203
H -3.1647 0.8722 1.3542 0.0433 -1.8762 -2.1608 0.185
H -1.8939 0.1117 0.3136 0.2726 -1.5389 -0.0774 0.181
H -3.8904 -1.2401 -0.5100 0.0075 1.5522 0.2578 0.363
H -3.9118 0.0845 -1.5139 -0.2667 -0.4380 1.4227 0.357